{"formula": "C44H57AsF3N5RbS3SbSeSi", "method": "ωB97M-V/def2-TZVPD", "total_charge": -2, "homo_energy_ev": -2.1, "e_tot_ha": -8669.96112, "max_force_ha_per_bohr": 0.0107, "gap_ev": 5.618, "lumo_ev": 3.5074, "multiplicity": 1, "de_lowest_kj_mol": 12.2, "elements": ["Rb", "C", "C", "C", "C", "C", "H", "H", "H", "H", "H", "C", "C", "N", "C", "C", "S", "C", "C", "S", "C", "N", "C", "H", "H", "H", "H", "H", "H", "H", "H", "F", "C", "C", "C", "C", "C", "C", "Sb", "C", "C", "C", "C", "F", "C", "C", "C", "C", "C", "C", "F", "C", "C", "H", "H", "H", "H", "H", "H", "H", "H", "H", "H", "H", "H", "C", "As", "C", "C", "H", "H", "H", "H", "H", "H", "H", "H", "H", "C", "C", "N", "C", "C", "C", "C", "N", "H", "H", "H", "H", "H", "H", "H", "H", "H", "H", "H", "H", "H", "H", "C", "Si", "C", "C", "Se", "H", "H", "H", "H", "H", "H", "H", "H", "H", "S", "C", "N"], "positions_angstrom": [[-0.1624, 0.0710, -0.2019], [-3.2710, 0.6337, -0.5199], [-3.3643, 0.5980, 0.8819], [-2.7528, 1.7583, 1.3920], [-2.2817, 2.5153, 0.2997], [-2.6087, 1.8214, -0.8807], [-3.6608, -0.1079, -1.2055], [-3.8474, -0.1732, 1.4668], [-2.7094, 2.0521, 2.4350], [-1.7965, 3.4836, 0.3567], [-2.3929, 2.1464, -1.8912], [3.2431, -1.1582, -3.5993], [3.9527, -0.7941, -2.3432], [3.4187, -0.1092, -1.3824], [4.3145, 0.0945, -0.3627], [5.5456, -0.4600, -0.5480], [5.5890, -1.2539, -2.0596], [3.8952, 0.8467, 0.8238], [4.5195, 0.8118, 2.0320], [3.6405, 1.7445, 3.1580], [2.4970, 2.1308, 1.9322], [2.7557, 1.6138, 0.7731], [1.2872, 2.9529, 2.2242], [2.8426, -0.2646, -4.0761], [2.3853, -1.8017, -3.4066], [3.9060, -1.6667, -4.3003], [6.3879, -0.4328, 0.1199], [5.3513, 0.1986, 2.3280], [1.5530, 3.9727, 2.5112], [0.7125, 2.5115, 3.0387], [0.6497, 2.9882, 1.3407], [-6.6939, -1.7634, 6.0434], [-5.4796, -1.5432, 5.4672], [-5.2606, -1.9935, 4.1812], [-4.0178, -1.7561, 3.6120], [-3.0028, -1.0923, 4.3000], [-3.2761, -0.6627, 5.5935], [-4.5141, -0.8780, 6.1892], [-1.1150, -0.9330, 3.2261], [-0.4330, -2.7846, 4.1031], [-0.5954, -3.0797, 5.4532], [-0.1979, -4.3001, 5.9807], [0.3586, -5.2283, 5.1253], [0.7468, -6.4295, 5.6358], [0.5372, -4.9849, 3.7812], [0.1342, -3.7531, 3.2817], [-0.1785, 0.3305, 4.6877], [1.0261, -0.0212, 5.2917], [1.6666, 0.8434, 6.1695], [1.0858, 2.0666, 6.4291], [1.7088, 2.9183, 7.2900], [-0.1005, 2.4630, 5.8481], [-0.7235, 1.5808, 4.9729], [-6.0472, -2.5038, 3.6439], [-3.8484, -2.0956, 2.5949], [-2.5142, -0.1453, 6.1662], [-4.7292, -0.5403, 7.1942], [-1.0388, -2.3478, 6.1184], [-0.3135, -4.5351, 7.0306], [1.0027, -5.7295, 3.1507], [0.3004, -3.5401, 2.2326], [1.4891, -0.9751, 5.0730], [2.6068, 0.5801, 6.6331], [-0.5126, 3.4371, 6.0709], [-1.6477, 1.8932, 4.4997], [-2.0549, -4.7701, 0.4395], [-1.5290, -3.0029, -0.2311], [-2.6237, -3.0085, -1.8537], [0.1730, -3.5299, -1.0684], [-2.0082, -5.5036, -0.3676], [-3.0728, -4.7225, 0.8301], [-1.3925, -5.0733, 1.2505], [-2.5706, -3.9800, -2.3467], [-2.2579, -2.2534, -2.5500], [-3.6541, -2.7733, -1.5881], [0.1180, -4.5558, -1.4365], [0.9924, -3.4348, -0.3545], [0.3681, -2.8840, -1.9275], [-0.7628, 5.6855, -4.1737], [0.5402, 4.9165, -4.3730], [1.0212, 4.2335, -3.1906], [1.6827, 5.0325, -2.1763], [0.7777, 5.4703, -1.0255], [0.6642, 2.9246, -2.8900], [-0.1247, 2.1724, -3.9226], [0.9717, 2.3175, -1.8154], [-1.1372, 6.0589, -5.1286], [-0.6274, 6.5394, -3.5101], [-1.5250, 5.0412, -3.7361], [1.3272, 5.6029, -4.7052], [0.4171, 4.1896, -5.1737], [2.1021, 5.9101, -2.6770], [2.5381, 4.4719, -1.7855], [-0.0039, 6.1436, -1.3753], [1.3536, 5.9849, -0.2545], [0.2869, 4.6134, -0.5659], [0.4374, 2.0723, -4.8519], [-1.0708, 2.6663, -4.1520], [-0.3322, 1.1672, -3.5631], [1.5417, 2.8594, -1.1734], [-1.2430, -1.4373, -8.0281], [0.2302, -1.5771, -6.8451], [1.3246, -2.9388, -7.5825], [1.2197, 0.0196, -7.1163], [-0.3445, -1.9404, -4.7550], [-0.9223, -1.3118, -9.0653], [-1.8612, -0.5822, -7.7507], [-1.8658, -2.3296, -7.9585], [1.5864, -2.7399, -8.6239], [0.8078, -3.8986, -7.5280], [2.2451, -3.0291, -7.0034], [1.4043, 0.2094, -8.1770], [2.1831, -0.0282, -6.6059], [0.6678, 0.8661, -6.7057], [3.8306, -2.4532, 3.1255], [2.5311, -1.6186, 2.5199], [1.6187, -1.0122, 2.1160]], "forces_ev_per_a": [[0.3757, 0.2978, 0.0412], [-0.1081, 0.0322, -0.0962], [-0.0533, -0.0594, 0.0491], [0.0267, 0.0459, 0.0495], [0.0280, 0.0848, -0.0109], [-0.0592, 0.1574, -0.1179], [0.0132, -0.0144, -0.0051], [0.0088, 0.0333, -0.0365], [0.0232, -0.0232, -0.0002], [0.0149, -0.0206, -0.0023], [0.0266, -0.0148, 0.0084], [0.0079, -0.0693, -0.1367], [-0.2835, 0.0714, -0.0780], [0.1085, -0.0534, -0.0492], [0.0500, -0.0262, 0.1306], [-0.0915, 0.1028, 0.0173], [0.1681, -0.0725, 0.0314], [0.1240, -0.0684, 0.0428], [-0.0411, 0.0326, -0.1367], [0.0816, -0.0806, 0.1009], [-0.1821, 0.1186, -0.0883], [-0.0497, 0.1047, 0.1440], [-0.0515, 0.0636, -0.0376], [-0.0149, 0.0384, 0.0078], [-0.0323, -0.0223, 0.0107], [-0.0178, -0.0018, 0.0010], [0.0536, -0.0101, 0.0114], [0.0402, -0.0143, 0.0287], [-0.0022, 0.0081, 0.0038], [0.0130, 0.0122, -0.0112], [-0.0028, -0.0069, -0.0007], [0.0356, 0.0122, -0.0193], [-0.0691, -0.0496, -0.0353], [-0.0032, 0.0513, 0.1256], [-0.0679, -0.0457, -0.0597], [0.0309, -0.0428, -0.0571], [0.0744, 0.0758, 0.0694], [-0.0147, -0.0064, 0.0102], [0.0184, -0.1109, 0.0113], [-0.0605, 0.0150, -0.0187], [0.0047, 0.0091, 0.0500], [0.0044, -0.0229, -0.0076], [0.0203, -0.0818, 0.0036], [-0.0077, 0.0510, -0.0302], [-0.0050, -0.0049, 0.0779], [0.0967, 0.0235, -0.0260], [-0.0608, -0.0111, 0.0306], [0.0198, 0.0077, 0.0242], [-0.0239, 0.0319, 0.0201], [0.0393, 0.0407, 0.0419], [-0.0277, -0.0230, -0.0334], [0.0589, -0.0631, 0.0327], [-0.0441, 0.0497, 0.0429], [-0.0371, -0.0216, -0.0176], [0.0380, -0.0122, 0.0061], [0.0209, 0.0172, -0.0175], [-0.0094, 0.0021, 0.0196], [-0.0187, 0.0223, 0.0059], [-0.0011, -0.0064, 0.0077], [0.0078, -0.0217, -0.0141], [0.0125, 0.0433, -0.0131], [0.0324, -0.0397, -0.0434], [0.0434, -0.0010, 0.0156], [-0.0292, 0.0376, 0.0069], [-0.0298, -0.0233, -0.0194], [-0.0224, -0.0594, 0.0020], [-0.0226, -0.1404, -0.0984], [0.0221, -0.0401, 0.0405], [-0.0410, -0.0359, -0.0234], [-0.0100, -0.0120, 0.0268], [0.0142, -0.0123, -0.0161], [-0.0146, -0.0025, -0.0110], [-0.0208, 0.0043, -0.0207], [-0.0001, 0.0044, 0.0237], [-0.0234, -0.0251, -0.0060], [0.0099, 0.0030, 0.0092], [-0.0011, -0.0194, 0.0172], [-0.0226, 0.0332, 0.0158], [-0.0357, 0.0282, -0.0258], [0.0476, -0.0195, -0.0575], [0.0422, -0.0351, 0.0392], [0.0552, -0.0027, -0.0259], [-0.0336, -0.0061, 0.0104], [-0.0608, 0.1408, -0.0868], [-0.0743, -0.0484, -0.0725], [0.0211, -0.1701, 0.0880], [-0.0005, 0.0219, -0.0346], [0.0203, 0.0209, 0.0259], [-0.0244, -0.0385, 0.0090], [-0.0365, -0.0029, -0.0063], [-0.0170, 0.0069, 0.0261], [-0.0282, -0.0167, 0.0144], [-0.0235, 0.0015, 0.0176], [-0.0126, 0.0275, -0.0061], [0.0428, 0.0146, 0.0091], [-0.0059, -0.0379, -0.0002], [0.0235, 0.0052, -0.0152], [-0.0229, 0.0098, -0.0096], [0.0231, 0.0492, 0.0082], [0.0339, -0.0806, 0.0580], [0.0055, 0.0241, 0.0905], [0.0698, -0.0039, -0.0050], [-0.0626, -0.0269, 0.1277], [-0.0531, -0.0162, 0.0437], [0.0010, 0.0025, -0.0578], [0.0358, 0.0071, -0.0803], [-0.0471, 0.0381, 0.0123], [-0.0344, -0.0536, -0.0032], [0.0163, 0.0343, -0.1051], [-0.0064, -0.0439, -0.0129], [0.0490, -0.0114, 0.0235], [0.0083, -0.0038, -0.0779], [0.0416, -0.0074, 0.0506], [-0.0169, 0.0548, -0.0158], [-0.3000, 0.1260, -0.0875], [0.4412, -0.2246, 0.2415], [-0.1720, -0.0091, -0.1308]]}

{"formula": "C6H13NOSi", "method": "ωB97M-V/def2-TZVPD", "homo_energy_ev": -8.8, "e_tot_ha": -655.89180, "max_force_ha_per_bohr": 0.0989, "gap_ev": 9.681, "lumo_ev": 0.8778, "multiplicity": 1, "de_lowest_kj_mol": 228.8, "elements": ["C", "C", "C", "C", "C", "C", "N", "O", "Si", "H", "H", "H", "H", "H", "H", "H", "H", "H", "H", "H", "H", "H"], "positions_angstrom": [[0.1408, 2.6093, -0.5923], [0.8205, 1.8272, 0.4386], [3.3589, -0.2448, 0.7858], [-1.9694, -0.0666, -0.8815], [0.5198, -1.8596, -0.8582], [-0.8832, -1.5693, 1.8689], [0.5680, 0.5981, 0.7512], [3.2405, 0.2640, -0.2161], [-0.4433, -0.6613, 0.2261], [0.8480, 2.3070, -1.3955], [-0.9025, 2.3951, -0.7702], [1.7198, 2.1529, 0.7810], [0.2677, 3.6669, -0.5070], [-2.7094, -0.8264, -0.8714], [-2.2477, 0.7990, -0.3432], [-1.7703, 0.2280, -1.9217], [1.2844, -2.2048, -0.1468], [-0.0054, -2.7580, -1.1715], [1.0167, -1.4140, -1.7339], [-1.0962, -0.8580, 2.6894], [-1.6903, -2.2007, 1.6185], [-0.0675, -2.1842, 2.2499]], "forces_ev_per_a": [[0.7313, 0.1159, -0.7792], [-2.7994, -4.2385, 0.2289], [-0.0055, 0.1851, -0.4729], [2.1029, -0.4592, 0.5791], [0.8137, 0.1983, 0.6695], [0.8700, 1.4699, -0.4641], [0.8401, 2.4122, -0.2649], [0.3657, -0.2836, 0.3784], [-1.3099, -0.7467, -0.8303], [-0.9358, 0.3268, -0.5328], [0.0582, -0.3991, -0.2371], [2.5669, 1.6837, 1.2551], [0.1346, 0.7535, 0.3177], [-0.9741, -0.5380, 0.0583], [-1.0931, 0.9837, 0.4693], [0.3245, -0.2352, 0.3639], [0.2480, -0.1004, -0.4115], [-0.3648, 0.0841, -0.0219], [-0.1907, -0.0635, 0.3369], [-0.3252, -0.3215, -0.5454], [-1.2415, -0.8124, 0.2494], [0.1842, -0.0152, -0.3463]]}